Entry 1:
ORCA calculation (ωB97M-V with the def2-TZVPD basis set) on a 12-piece molecular cluster, C24H72O24 overall in a non-equilibrium geometry.

Properties
Charge ... 0
HOMO energy ... -9.799 eV
Relative energy (zero: lowest compared OMol25 entry of this formula, charge and spin) ... 452.0 kJ/mol
SMILES ... OCCO.OCCO.OCCO.OCCO.OCCO.OCCO.OCCO.OCCO.OCCO.OCCO.OCCO.OCCO

Each line ends with the Löwdin charge.
Geometry (Å):
O (0.748, -1.567, 1.038)  -0.06
O (-1.463, -5.366, 2.698)  -0.09
O (1.428, 1.546, -3.755)  -0.09
O (3.462, 0.792, -1.970)  -0.08
O (-4.373, 2.485, -0.344)  -0.06
O (1.127, 1.998, -6.589)  -0.06
O (-3.429, -0.922, 0.688)  -0.06
O (-3.354, -3.283, 2.503)  -0.07
O (1.665, -5.209, 3.209)  -0.04
O (-0.971, 0.809, 0.653)  -0.09
O (-3.275, -4.904, -2.242)  -0.07
O (1.640, 3.547, 1.028)  -0.09
O (5.910, -3.669, 2.717)  -0.07
O (3.965, -3.853, -1.557)  -0.05
O (-1.066, 4.545, -1.050)  -0.10
O (-2.142, 3.860, 3.714)  -0.04
O (1.369, -5.050, -2.275)  -0.06
O (-2.956, 1.172, -3.506)  -0.04
O (-5.094, 3.461, 4.370)  -0.06
O (3.592, -1.743, 1.977)  -0.05
O (-0.650, 5.704, -4.418)  -0.08
O (5.537, 2.725, -1.781)  -0.05
O (2.211, 2.263, 3.485)  -0.06
O (-1.602, -2.575, -0.502)  -0.09
C (0.650, -4.314, 3.575)  -0.25
C (4.515, -3.930, 2.475)  -0.23
C (-1.015, 4.483, -2.500)  -0.18
C (-3.253, 1.367, -2.138)  -0.26
C (-0.665, -5.008, 3.850)  -0.21
C (3.720, 1.562, -0.789)  -0.19
C (-2.616, -4.883, -0.960)  -0.19
C (0.082, 0.434, -0.269)  -0.17
C (-4.221, 2.449, -1.757)  -0.24
C (-3.112, 3.184, 2.951)  -0.26
C (3.005, -3.140, -2.291)  -0.23
C (1.511, 3.060, -5.715)  -0.23
C (-1.032, 5.933, -3.065)  -0.22
C (4.237, 2.912, -1.268)  -0.25
C (1.179, -0.365, 0.428)  -0.25
C (2.146, 2.590, -4.428)  -0.26
C (1.581, -3.665, -2.047)  -0.26
C (0.712, 3.638, 2.136)  -0.21
C (-1.440, -3.900, -0.999)  -0.23
C (-3.337, -1.935, 2.936)  -0.25
C (0.856, 2.479, 3.086)  -0.24
C (-4.034, -1.026, 1.958)  -0.25
C (4.020, -2.960, 1.415)  -0.26
C (-4.288, 2.519, 3.639)  -0.23
H (2.322, 1.331, 3.685)  0.09
H (-1.130, -3.820, -2.045)  0.11
H (2.963, -2.129, -1.884)  0.10
H (0.804, -5.186, -3.034)  0.09
H (3.193, 2.265, -4.531)  0.12
H (2.033, 1.323, -3.031)  0.03
H (-4.302, 3.413, -0.104)  0.08
H (-0.249, 3.764, -2.777)  0.11
H (2.970, -1.331, 1.371)  0.02
H (-2.051, 4.187, -2.667)  0.09
H (0.858, -3.171, -2.706)  0.12
H (-2.499, -3.735, 2.520)  0.04
H (4.593, 1.253, -0.207)  0.14
H (4.134, 0.110, -2.058)  0.10
H (0.907, 4.584, 2.644)  0.13
H (-2.297, -1.580, 3.021)  0.12
H (3.194, -3.446, 0.883)  0.10
H (-3.973, 1.745, 4.348)  0.12
H (-2.298, 1.571, -1.629)  0.10
H (-2.272, -5.819, -0.530)  0.12
H (-2.593, 2.444, 2.318)  0.10
H (4.817, -2.877, 0.671)  0.11
H (1.270, -3.413, -1.027)  0.09
H (-3.972, 3.406, -2.225)  0.11
H (-0.194, -1.676, 0.853)  0.06
H (3.109, -3.150, -3.381)  0.12
H (-3.686, -1.826, 3.967)  0.12
H (-0.357, -6.026, 4.123)  0.12
H (4.449, -4.951, 2.088)  0.12
H (1.623, -5.351, 2.260)  0.10
H (4.375, 3.643, -0.464)  0.12
H (2.316, 3.396, -3.702)  0.10
H (0.568, 1.553, 2.580)  0.10
H (1.029, 1.260, -5.970)  0.07
H (-3.451, -4.480, -0.374)  0.12
H (-4.973, 2.112, 2.894)  0.12
H (-5.086, -1.319, 1.895)  0.13
H (-1.273, -4.529, 4.622)  0.12
H (6.010, -3.844, 3.657)  0.08
H (0.555, 3.476, -5.369)  0.10
H (-4.168, -0.059, 2.462)  0.10
H (-5.212, 2.290, -2.199)  0.12
H (-2.606, -0.446, 0.888)  0.06
H (-2.259, 3.495, 4.600)  0.10
H (-0.377, 6.539, -4.811)  0.09
H (-2.052, 6.276, -2.859)  0.11
H (-0.238, 4.232, -0.671)  0.05
H (-2.148, -2.612, 0.297)  0.05
H (2.104, 3.855, -6.160)  0.12
H (0.503, -3.586, 2.764)  0.11
H (5.864, 3.249, -2.510)  0.09
H (-3.547, 0.426, -1.656)  0.12
H (0.159, 2.616, 3.916)  0.11
H (-2.024, -6.106, 2.933)  0.09
H (3.934, -3.768, 3.383)  0.11
H (-0.432, -0.316, -0.884)  0.12
H (-0.372, 6.713, -2.672)  0.12
H (2.825, 1.619, -0.179)  0.08
H (3.774, -4.793, -1.670)  0.09
H (0.828, -3.662, 4.431)  0.13
H (-0.532, -4.242, -0.484)  0.10
H (2.505, 3.658, 1.439)  0.08
H (-1.207, 1.711, 0.414)  0.06
H (-0.289, 3.599, 1.712)  0.10
H (-2.228, 0.546, -3.522)  0.08
H (2.003, -0.616, -0.248)  0.10
H (-6.002, 3.305, 4.108)  0.08
H (0.404, 1.309, -0.828)  0.12
H (3.509, 3.362, -1.949)  0.10
H (1.646, 0.330, 1.138)  0.10
H (-3.465, 3.764, 2.089)  0.11
H (-3.815, -4.113, -2.273)  0.08

=====

Entry 2:
ORCA calculation (ωB97M-V with the def2-TZVPD basis set) on a 12-piece molecular cluster, C24H72O24 overall in a non-equilibrium geometry.

Properties
Charge ... 0
HOMO energy ... -10.127 eV
Relative energy (zero: lowest compared OMol25 entry of this formula, charge and spin) ... 896.7 kJ/mol
SMILES ... OCCO.OCCO.OCCO.OCCO.OCCO.OCCO.OCCO.OCCO.OCCO.OCCO.OCCO.OCCO

Each line ends with the Löwdin charge.
Geometry (Å):
O (-4.337, -8.381, 3.835)  -0.04
O (-5.712, -0.713, 4.685)  -0.08
O (-0.065, 4.743, -7.514)  -0.06
O (-5.423, 4.306, -1.318)  -0.08
O (0.658, -0.162, 5.375)  -0.07
O (2.383, -11.220, -2.265)  -0.09
O (0.616, 4.712, 2.349)  -0.12
O (7.506, 8.773, -1.269)  -0.05
O (-6.075, -2.233, -4.617)  -0.07
O (6.872, 1.959, -5.973)  -0.03
O (4.677, 7.831, -0.742)  -0.06
O (0.892, -10.034, -0.251)  -0.03
O (0.245, -0.292, 8.537)  -0.09
O (-0.126, 6.858, -5.736)  -0.09
O (-5.612, -3.857, -2.359)  -0.10
O (0.872, 0.323, -0.688)  -0.10
O (6.162, -6.029, 0.870)  -0.06
O (-5.364, 0.190, 1.789)  -0.08
O (-1.923, 6.849, 3.777)  -0.05
O (0.750, -2.231, 0.893)  -0.09
O (-7.303, 6.325, -1.407)  -0.08
O (7.057, 1.085, -2.970)  -0.08
O (6.487, -3.063, 0.404)  -0.06
O (-3.525, -5.699, 4.036)  -0.03
C (5.913, 0.929, -3.873)  -0.21
C (5.523, 8.603, 0.106)  -0.27
C (-6.667, -0.566, 3.601)  -0.23
C (-2.678, -6.625, 3.591)  -0.32
C (-4.669, -4.021, -3.481)  -0.17
C (-0.651, 6.697, 3.274)  -0.25
C (-0.111, -1.844, -0.174)  -0.20
C (-5.443, -3.476, -4.795)  -0.24
C (-3.055, -7.972, 4.162)  -0.29
C (-0.229, 5.196, 3.446)  -0.20
C (0.505, 5.657, -5.314)  -0.22
C (-6.226, 6.412, -0.410)  -0.21
C (1.378, -9.290, -1.255)  -0.30
C (-0.389, -0.249, -0.312)  -0.20
C (-6.333, 0.619, 2.773)  -0.24
C (6.737, -4.134, -0.470)  -0.26
C (-0.480, -0.212, 6.233)  -0.25
C (-0.337, -1.047, 7.458)  -0.24
C (0.127, 4.383, -6.179)  -0.23
C (6.348, 0.858, -5.369)  -0.30
C (-4.998, 5.550, -0.692)  -0.22
C (6.525, 9.514, -0.592)  -0.26
C (2.718, -9.905, -1.766)  -0.19
C (5.854, -5.381, -0.332)  -0.26
H (0.507, 5.143, 4.248)  0.10
H (-5.325, 0.892, 1.136)  0.07
H (0.022, 5.693, -7.622)  0.07
H (3.048, -11.912, -2.294)  0.09
H (-5.252, -3.382, -1.606)  0.08
H (-1.121, -2.226, -0.025)  0.11
H (1.629, -8.313, -0.844)  0.11
H (4.776, 9.259, 0.552)  0.11
H (5.787, -5.807, -1.333)  0.12
H (0.377, -1.866, 7.362)  0.12
H (-1.152, -0.033, -1.059)  0.10
H (-1.845, 6.730, 4.726)  0.09
H (5.528, 0.538, -6.012)  0.12
H (-4.899, -1.121, 4.378)  0.08
H (0.632, -8.966, -1.980)  0.12
H (0.360, 7.589, -5.348)  0.09
H (-5.831, 1.395, 3.350)  0.12
H (-5.937, 7.457, -0.298)  0.11
H (-7.537, -0.318, 4.208)  0.12
H (-0.805, 3.969, -5.795)  0.11
H (5.956, 10.265, -1.141)  0.13
H (7.075, 9.902, 0.265)  0.11
H (0.951, 1.243, -0.424)  0.08
H (7.577, 1.788, -3.366)  0.07
H (6.229, -5.313, 1.506)  0.09
H (0.237, 5.560, -4.262)  0.11
H (-4.435, -8.440, 2.882)  0.10
H (3.147, -9.352, -2.602)  0.11
H (-4.125, -6.141, 4.642)  0.09
H (0.830, 3.557, -6.068)  0.11
H (-6.176, -4.221, -5.105)  0.11
H (-4.293, 5.421, 0.128)  0.12
H (-1.197, -0.681, 5.559)  0.11
H (1.553, 5.932, -5.439)  0.11
H (-0.718, 6.745, 2.187)  0.12
H (-4.598, -3.303, -5.461)  0.11
H (0.459, -2.237, -1.016)  0.11
H (-6.370, 4.441, -1.400)  0.05
H (-2.521, -6.710, 2.516)  0.12
H (4.291, 7.146, -0.191)  0.08
H (0.585, -0.830, 4.689)  0.08
H (5.121, 0.251, -3.554)  0.11
H (-6.980, 6.221, -2.305)  0.08
H (5.272, 1.803, -3.759)  0.10
H (-6.504, -2.241, -3.758)  0.07
H (6.866, -3.723, -1.471)  0.12
H (-7.238, 1.049, 2.344)  0.12
H (-4.445, 6.148, -1.416)  0.11
H (3.518, -10.036, -1.037)  0.12
H (7.682, -4.538, -0.108)  0.12
H (-0.737, 0.247, 0.594)  0.11
H (1.659, -1.953, 0.757)  0.08
H (0.910, 3.851, 2.657)  0.07
H (-6.938, -1.486, 3.083)  0.13
H (6.976, -0.033, -5.398)  0.11
H (-2.274, -8.653, 3.824)  0.12
H (-0.917, 0.730, 6.565)  0.13
H (6.241, 2.231, -6.643)  0.10
H (0.139, -0.843, 9.317)  0.07
H (-3.002, -8.050, 5.248)  0.13
H (4.806, -5.143, -0.147)  0.11
H (-1.320, -1.280, 7.866)  0.12
H (-0.863, 4.319, 3.573)  0.12
H (-6.697, 6.148, 0.536)  0.12
H (0.129, 7.311, 3.722)  0.12
H (-3.756, -3.426, -3.457)  0.10
H (-4.307, -5.048, -3.540)  0.10
H (7.934, 8.268, -0.575)  0.08
H (6.100, 8.127, 0.899)  0.12
H (-1.745, -6.300, 4.051)  0.12
H (6.484, -2.339, -0.226)  0.08
H (1.399, -10.842, -0.357)  0.08

=====

| no. | LUMO energy (eV) |
| --- | --- |
| 1 | 0.3 |
| 2 | -0.1 |